Entry 1:
{"formula": "C36H33As2F2MnO6S", "method": "ωB97M-V with the def2-TZVPD basis set", "symbols": ["Mn", "C", "C", "As", "C", "C", "C", "C", "C", "C", "C", "C", "C", "C", "C", "C", "As", "C", "C", "C", "C", "C", "C", "C", "C", "C", "C", "C", "C", "H", "H", "H", "H", "H", "H", "H", "H", "H", "H", "H", "H", "H", "H", "H", "H", "H", "H", "H", "H", "H", "H", "H", "H", "O", "C", "C", "O", "C", "C", "O", "C", "O", "O", "F", "C", "F", "H", "O", "S", "C", "C", "C", "C", "H", "H", "H", "H", "H", "H", "H", "H"], "positions_angstrom": [[-1.85458, 2.57781, -1.47144], [1.58769, -0.25139, -0.62288], [1.29859, 1.20001, -0.97746], [2.66571, 2.49621, -0.37288], [4.23768, 1.39391, -0.77733], [4.82121, 1.59103, -2.02641], [5.88790, 0.80885, -2.44803], [6.39977, -0.17207, -1.61190], [5.83770, -0.36701, -0.35790], [4.76308, 0.40798, 0.05512], [2.47287, 2.21986, 1.55040], [1.20847, 2.12804, 2.12869], [1.06931, 2.08043, 3.50974], [2.18779, 2.11608, 4.32844], [3.45097, 2.21804, 3.76130], [3.59030, 2.28179, 2.38245], [-0.04705, -1.33995, -0.34696], [0.80627, -3.09431, -0.57537], [1.45340, -3.36978, -1.77983], [1.99438, -4.62212, -2.03137], [1.88625, -5.62890, -1.08224], [1.23030, -5.37232, 0.11257], [0.69424, -4.11611, 0.36299], [-0.04512, -1.26758, 1.60671], [1.08072, -1.60256, 2.36061], [1.04825, -1.53058, 3.74222], [-0.11297, -1.11922, 4.38814], [-1.23041, -0.76810, 3.65098], [-1.19305, -0.84316, 2.26219], [2.15854, -0.33378, 0.30142], [2.18437, -0.71294, -1.40979], [0.37780, 1.57355, -0.52068], [1.17951, 1.33215, -2.05390], [4.43233, 2.36448, -2.68062], [6.32225, 0.97125, -3.42661], [7.23508, -0.78113, -1.93415], [6.23065, -1.13331, 0.29915], [4.32765, 0.23609, 1.03287], [0.30081, 2.10620, 1.53822], [0.07400, 2.01517, 3.93125], [2.07649, 2.07013, 5.40460], [4.33153, 2.25403, 4.39194], [4.58220, 2.37902, 1.95291], [1.53356, -2.60020, -2.53964], [2.49945, -4.81166, -2.97057], [2.31014, -6.60665, -1.27331], [1.13743, -6.15186, 0.85877], [0.19396, -3.92911, 1.30613], [1.98669, -1.93368, 1.86369], [1.92942, -1.78765, 4.31785], [-0.13408, -1.05272, 5.46914], [-2.12609, -0.39864, 4.13131], [-2.06342, -0.54134, 1.69118], [-5.95306, 2.04509, 3.01954], [-5.14383, 2.22397, 2.14269], [-5.44325, 2.51744, 0.68297], [-6.54677, 2.56182, 0.16847], [-4.14015, 2.67619, 0.03349], [-3.10039, 2.40063, 0.94714], [-1.86209, 2.36626, 0.58648], [-3.63322, 2.16538, 2.28600], [-3.01981, 1.94755, 3.31584], [-3.92064, 2.94371, -1.20579], [-1.07705, 4.55166, -3.58903], [-0.51372, 3.47470, -2.90128], [-0.18675, 2.56893, -3.92855], [0.46610, 3.85727, -2.58546], [-2.43450, 0.63246, -2.20012], [-3.74941, 0.54285, -2.95229], [-5.05008, 0.12573, -1.75408], [-5.75113, -1.16173, -2.21174], [-5.23778, -1.51791, -3.61493], [-3.77024, -1.12542, -3.63726], [-5.70904, 0.98662, -1.66798], [-4.51301, 0.01280, -0.81059], [-6.83258, -1.03443, -2.20725], [-5.51863, -1.97219, -1.52018], [-5.78533, -0.95542, -4.37537], [-5.36756, -2.57662, -3.84026], [-3.31380, -1.11290, -4.62494], [-3.16225, -1.72671, -2.95710]], "forces_ev_per_a": [[-0.091, 0.052, -0.262], [-0.014, 0.000, -0.017], [-0.032, 0.052, 0.036], [-0.051, 0.055, -0.114], [0.012, -0.016, 0.094], [-0.018, 0.023, -0.011], [0.011, 0.010, -0.002], [0.015, -0.005, -0.001], [-0.004, -0.014, 0.001], [-0.027, -0.042, -0.009], [0.101, -0.006, -0.020], [-0.017, -0.024, 0.058], [-0.035, -0.009, 0.023], [0.009, -0.003, -0.017], [0.012, -0.007, 0.019], [0.013, 0.025, 0.010], [0.006, 0.035, 0.006], [0.014, 0.004, -0.037], [-0.019, -0.009, 0.010], [0.005, 0.005, 0.004], [0.007, -0.009, 0.004], [0.011, -0.016, 0.004], [-0.026, -0.005, 0.036], [0.041, -0.023, -0.025], [-0.007, 0.003, 0.004], [-0.004, -0.021, -0.006], [0.001, 0.017, 0.045], [-0.027, 0.046, -0.050], [-0.006, 0.026, -0.009], [0.000, 0.018, 0.011], [0.003, -0.035, 0.018], [-0.025, -0.106, 0.085], [-0.009, 0.009, 0.005], [0.001, -0.010, -0.002], [0.000, 0.000, -0.004], [0.001, -0.003, -0.002], [0.001, 0.000, 0.003], [0.023, -0.013, -0.059], [-0.019, 0.017, -0.082], [-0.016, -0.013, -0.009], [-0.004, 0.001, 0.010], [-0.004, 0.008, 0.002], [-0.039, 0.019, 0.027], [0.008, 0.018, -0.005], [0.002, 0.001, -0.002], [-0.003, -0.007, -0.004], [0.000, -0.007, 0.003], [0.000, -0.014, -0.031], [-0.001, 0.008, 0.011], [-0.001, 0.004, -0.002], [-0.007, 0.001, 0.002], [0.005, 0.013, 0.047], [0.002, 0.006, -0.019], [0.022, 0.001, -0.033], [-0.029, 0.010, 0.023], [0.002, 0.025, -0.049], [0.031, -0.027, 0.012], [-0.077, -0.038, 0.043], [0.036, -0.043, -0.025], [0.019, -0.005, -0.002], [0.039, 0.025, 0.070], [0.007, -0.055, -0.026], [0.072, -0.067, 0.106], [-0.215, 0.273, -0.073], [0.193, 0.068, 0.170], [0.064, -0.307, -0.128], [0.025, -0.009, 0.080], [0.011, 0.065, 0.016], [0.018, 0.034, -0.023], [0.004, -0.016, 0.048], [-0.002, -0.005, -0.008], [-0.005, -0.024, 0.016], [-0.004, -0.025, 0.007], [0.008, 0.037, -0.003], [-0.030, 0.015, 0.013], [0.000, -0.008, 0.014], [0.025, -0.001, -0.012], [0.002, 0.014, 0.001], [-0.006, 0.005, -0.010], [-0.002, 0.002, 0.000], [-0.003, -0.006, -0.006]], "e_homo_ev": [-4.756, -4.864], "relative_energy_ev": 0.000, "charge": -1, "orbital_gap_ev": [6.931, 7.037], "multiplicity": 6, "total_energy_ha": -8063.59558}

=====

Entry 2:
{"formula": "C36H33Cl2O4SSbSe4SiV", "method": "ωB97M-V with the def2-TZVPD basis set", "symbols": ["V", "Cl", "C", "C", "C", "C", "C", "Cl", "C", "S", "H", "H", "H", "C", "C", "O", "O", "H", "H", "H", "Se", "Sb", "Se", "Se", "Se", "C", "C", "C", "C", "C", "C", "C", "O", "C", "C", "C", "H", "H", "H", "H", "H", "H", "H", "H", "H", "H", "H", "H", "O", "Si", "C", "C", "C", "C", "C", "C", "C", "C", "C", "C", "C", "C", "C", "C", "C", "C", "C", "C", "H", "H", "H", "H", "H", "H", "H", "H", "H", "H", "H", "H", "H", "H", "H"], "positions_angstrom": [[-0.84314, 1.74905, 0.90007], [-2.75719, -0.94457, 0.79926], [-3.65875, -0.31207, 2.16111], [-5.04288, -0.39561, 2.17194], [-5.76574, 0.33046, 3.11428], [-5.10411, 1.08219, 4.07876], [-3.71888, 1.14446, 4.06440], [-2.89527, 2.19168, 5.16224], [-2.96372, 0.47848, 3.09394], [-1.21095, 0.89692, 2.83555], [-5.55647, -0.89716, 1.35757], [-6.84414, 0.40032, 3.01568], [-5.66205, 1.70013, 4.76810], [2.04509, 2.58164, -0.05914], [0.62996, 2.79165, 0.34680], [-0.23908, 2.92456, -0.52756], [0.29116, 2.93347, 1.54162], [2.43966, 3.58182, -0.24375], [2.06243, 2.00887, -0.98424], [2.64585, 2.09621, 0.70798], [-6.34112, 1.36642, -0.60011], [-5.00887, 2.85899, 0.81314], [-7.58631, 3.10659, 1.35772], [-5.11075, 5.09383, -0.16823], [-2.69010, 2.32036, 0.82911], [2.29739, 0.22193, -6.45112], [1.25029, 0.18965, -5.37695], [0.59539, 1.33967, -4.96374], [-0.38632, 1.31716, -3.98275], [-1.12474, 2.57243, -3.65488], [-0.68769, 0.08881, -3.34612], [-1.52840, 0.02773, -2.16707], [-1.93457, 0.97600, -1.50243], [-0.09448, -1.10226, -3.82992], [-0.48567, -2.45633, -3.31186], [0.86644, -1.02618, -4.81968], [2.59197, 1.24133, -6.69256], [1.91232, -0.25357, -7.35433], [3.18482, -0.33170, -6.14628], [0.85418, 2.28645, -5.42139], [-0.86739, 3.37469, -4.34650], [-0.89554, 2.91161, -2.64482], [-2.20193, 2.40352, -3.67630], [-1.76584, -0.99345, -1.81132], [-0.13538, -2.61463, -2.29203], [-0.05200, -3.23228, -3.94045], [-1.56772, -2.58099, -3.31305], [1.34226, -1.93440, -5.16872], [0.18322, 0.52858, 0.25667], [1.22142, -0.24536, 1.12793], [0.40322, -1.95284, 1.44896], [-0.40762, -2.28058, 2.53213], [-1.16039, -3.44153, 2.55040], [-1.08416, -4.32910, 1.49236], [-0.21547, -4.06685, 0.44627], [0.50840, -2.88799, 0.42652], [1.93364, 0.26494, 2.82189], [2.28131, -0.81129, 3.63798], [2.78911, -0.62523, 4.90702], [2.97544, 0.65518, 5.40288], [2.66215, 1.73832, 4.60644], [2.15995, 1.53694, 3.33137], [2.69610, -0.62491, 0.04457], [2.58319, -0.62756, -1.33493], [3.62935, -1.04571, -2.13803], [4.80668, -1.47778, -1.55129], [4.92742, -1.48321, -0.17155], [3.87410, -1.06103, 0.61808], [-0.47665, -1.62324, 3.39257], [-1.82030, -3.64025, 3.38606], [-1.70729, -5.21277, 1.48134], [-0.10851, -4.77472, -0.36499], [1.17741, -2.67860, -0.40174], [2.13827, -1.81666, 3.26294], [3.02695, -1.48530, 5.52106], [3.36535, 0.80821, 6.40165], [2.79274, 2.74952, 4.97143], [1.93241, 2.42446, 2.75560], [1.65932, -0.29381, -1.79708], [3.51609, -1.04020, -3.21365], [5.63387, -1.81047, -2.16524], [5.84420, -1.82325, 0.29483], [3.97705, -1.05980, 1.69758]], "forces_ev_per_a": [[0.782, -4.137, 1.765], [-0.752, -0.570, 0.289], [0.203, 0.379, 0.197], [-0.012, -0.029, -0.149], [0.166, -0.108, 0.060], [-0.052, -0.110, -0.173], [0.085, -0.437, -0.430], [-0.101, 0.227, 0.413], [0.913, 0.122, -0.602], [-0.751, -1.824, 3.912], [0.099, 0.019, 0.192], [0.120, -0.088, 0.116], [0.014, -0.005, 0.043], [0.389, 0.148, -0.106], [4.133, 3.040, -2.830], [-0.461, 1.378, -2.712], [2.247, 2.805, 4.019], [0.237, 0.016, -0.053], [0.100, 0.104, 0.067], [0.075, 0.054, -0.033], [-1.770, 0.370, 0.525], [-1.748, 2.212, 1.333], [-0.926, -1.775, -1.170], [0.579, 0.291, -0.329], [-6.845, 3.777, -2.271], [-0.029, -0.023, 0.007], [-0.173, -0.017, 0.134], [0.170, -0.117, -0.151], [-0.172, -0.273, 0.301], [0.004, 0.249, 0.258], [0.778, 0.233, -1.104], [-1.104, 0.664, 1.663], [0.437, -1.382, -1.975], [-0.212, 0.358, 0.186], [0.023, -0.079, 0.116], [0.133, 0.117, -0.127], [0.002, 0.034, -0.027], [0.045, 0.024, -0.103], [0.081, -0.020, 0.016], [-0.031, 0.080, -0.037], [0.004, -0.072, -0.139], [-0.039, -0.048, 0.050], [0.006, 0.061, 0.021], [0.031, 0.080, -0.010], [-0.043, -0.026, 0.068], [0.026, -0.039, -0.024], [-0.015, -0.068, 0.030], [0.001, -0.122, -0.021], [1.310, -2.446, -2.751], [1.020, -2.654, 1.940], [0.477, 0.340, -0.071], [0.012, -0.030, 0.507], [0.075, -0.024, 0.075], [-0.048, -0.139, -0.083], [-0.144, -0.231, -0.153], [0.094, 0.086, -0.079], [-0.137, 0.054, -0.439], [-0.074, -0.164, -0.137], [0.157, -0.119, 0.318], [0.081, -0.031, 0.218], [0.050, -0.002, -0.017], [0.101, 0.610, -0.076], [-0.374, 0.041, 0.312], [-0.163, 0.101, -0.469], [0.011, -0.023, -0.102], [0.211, -0.078, -0.090], [0.285, -0.124, 0.054], [0.447, -0.044, 0.169], [0.007, 0.119, -0.209], [-0.013, 0.001, 0.006], [0.023, -0.135, 0.000], [-0.053, -0.071, -0.092], [-0.037, -0.118, -0.062], [-0.018, -0.070, 0.116], [0.034, -0.027, 0.017], [-0.013, -0.038, 0.051], [0.022, 0.002, 0.019], [-0.123, -0.221, 0.033], [-0.014, 0.017, 0.011], [0.009, 0.004, -0.093], [0.035, -0.017, -0.051], [0.058, -0.007, -0.031], [0.046, -0.034, -0.043]], "e_homo_ev": [-0.625, -0.742], "charge": -2, "orbital_gap_ev": [4.230, 4.346], "multiplicity": 2, "total_energy_ha": -14090.65870}

=====

> What is the formula in the second record?

C36H33Cl2O4SSbSe4SiV